{
  "formula": "CH2NOS3",
  "method": "ωB97M-V with the def2-TZVPD basis set",
  "charge": -1,
  "orbital_gap_ev": 6.700,
  "lumo_ha": 0.1238,
  "de_lowest_kcal_mol": 56.8,
  "elements": ["C", "N", "O", "S", "S", "S", "H", "H"],
  "xyz": [[-0.2698, -0.4791, 0.2183], [0.7149, 0.5354, 0.3820], [2.0051, 0.3840, -0.1959], [-3.2265, 1.2030, -0.2656], [-1.9492, -0.3590, 0.1202], [0.2901, -2.0378, -0.0875], [0.2560, 1.3938, -0.0090], [2.1794, -0.6402, -0.1625]],
  "nbo_charge": [-0.209, -0.331, -0.588, -0.642, 0.229, -0.313, 0.373, 0.482]
}


{
  "formula": "C39H29CoN5O2PS2",
  "method": "ωB97M-V with the def2-TZVPD basis set",
  "spin_multiplicity": 4,
  "charge": -1,
  "orbital_gap_ev": [5.488, 5.530],
  "lumo_ha": [0.0340, 0.0355],
  "elements": ["Co", "C", "C", "C", "C", "C", "C", "N", "C", "C", "C", "C", "C", "C", "N", "N", "C", "C", "C", "C", "C", "N", "H", "H", "H", "H", "H", "H", "H", "H", "H", "H", "H", "H", "H", "O", "C", "O", "C", "C", "C", "C", "C", "C", "C", "C", "C", "N", "H", "H", "H", "H", "H", "H", "S", "P", "S", "C", "C", "C", "C", "C", "C", "C", "C", "C", "C", "C", "C", "H", "H", "H", "H", "H", "H", "H", "H", "H", "H"],
  "xyz": [[12.3026, 10.5720, 9.3615], [16.4005, 6.9832, 10.1496], [15.3756, 6.7429, 11.0318], [14.4253, 7.7061, 11.3074], [14.5415, 8.9686, 10.7562], [15.6565, 9.2486, 9.9577], [16.5869, 8.2719, 9.6975], [13.5098, 9.9488, 10.9183], [13.0251, 10.2906, 12.1220], [13.6160, 9.9014, 13.3583], [13.1051, 10.3569, 14.5090], [11.9826, 11.2951, 14.5836], [11.3804, 11.6566, 13.3888], [11.8562, 11.1821, 12.1725], [11.2820, 11.5153, 10.9581], [10.3628, 12.3919, 10.8556], [9.9468, 12.5433, 9.5483], [8.7862, 13.2563, 9.3190], [8.3460, 13.3687, 8.0143], [9.0944, 12.7873, 6.9934], [10.2228, 12.0585, 7.3365], [10.6679, 11.9649, 8.5770], [17.0513, 6.1436, 9.9057], [15.2262, 5.7572, 11.4376], [13.5695, 7.4778, 11.8877], [15.7676, 10.2863, 9.5779], [17.3378, 8.4947, 8.9366], [14.4484, 9.2062, 13.3424], [13.5435, 10.0050, 15.4038], [11.6379, 11.6607, 15.5217], [10.5165, 12.3119, 13.3916], [8.2735, 13.6658, 10.1492], [7.4692, 13.9143, 7.7477], [8.7438, 12.8279, 5.9777], [10.8581, 11.6013, 6.5691], [14.0112, 8.9987, 6.0623], [13.3794, 9.3299, 7.0487], [13.5652, 10.3591, 7.7887], [12.1133, 8.5428, 7.4455], [11.8486, 7.3868, 6.7231], [10.7633, 6.6224, 7.1225], [9.9219, 7.1131, 8.1582], [8.7170, 6.4402, 8.4787], [7.8335, 7.0146, 9.3397], [8.0848, 8.3227, 9.8574], [9.2686, 8.9776, 9.5786], [10.1990, 8.3669, 8.7334], [11.3819, 8.9781, 8.4537], [12.4980, 7.1732, 5.8794], [10.5545, 5.6643, 6.6285], [8.5255, 5.4415, 8.0859], [6.8865, 6.5489, 9.5934], [7.2913, 8.7637, 10.4135], [9.4428, 9.9384, 9.9872], [9.1283, 4.8159, 12.5614], [9.9800, 6.5312, 13.0885], [10.9429, 7.6456, 11.7924], [11.1045, 6.0677, 14.4851], [10.5745, 5.8794, 15.7654], [11.3777, 5.4101, 16.7877], [12.7387, 5.1356, 16.5303], [13.2291, 5.2947, 15.2561], [12.4007, 5.7296, 14.2411], [8.8209, 7.6383, 14.0188], [7.5033, 7.3230, 14.2326], [6.6065, 8.2089, 14.8667], [7.1013, 9.4144, 15.3769], [8.4499, 9.7321, 15.2103], [9.3010, 8.8671, 14.5468], [9.5418, 6.0837, 15.9948], [10.9850, 5.2974, 17.7554], [13.3990, 4.8839, 17.3373], [14.2888, 5.1376, 15.0173], [12.7871, 5.8942, 13.2451], [7.1356, 6.3941, 13.8046], [5.5763, 7.9100, 14.9943], [6.4456, 10.0920, 15.8977], [8.7943, 10.6941, 15.5533], [10.3403, 9.1217, 14.4177]],
  "mulliken_spin": [2.796, -0.003, 0.001, 0.000, 0.012, -0.002, 0.000, -0.048, 0.006, -0.034, 0.022, -0.064, 0.055, -0.122, 0.050, 0.176, -0.024, 0.031, -0.011, 0.032, -0.008, 0.050, 0.000, 0.000, -0.001, 0.001, 0.000, 0.002, 0.001, -0.006, 0.009, 0.000, -0.001, 0.002, 0.001, 0.004, -0.008, 0.045, 0.015, 0.007, -0.004, 0.002, 0.000, 0.001, 0.001, -0.009, -0.018, 0.017, 0.000, 0.000, 0.000, 0.000, 0.000, 0.019, 0.000, -0.001, 0.006, 0.000, 0.000, 0.000, 0.000, 0.000, 0.000, -0.002, 0.000, 0.000, 0.000, 0.000, -0.001, 0.000, 0.000, 0.000, 0.000, 0.000, 0.000, 0.000, 0.000, 0.001, 0.002]
}


{
  "formula": "C22H17FeN6O4Se",
  "method": "ωB97M-V with the def2-TZVPD basis set",
  "charge": -1,
  "orbital_gap_ev": 5.516,
  "lumo_ha": 0.0600,
  "de_lowest_kcal_mol": 0.0,
  "elements": ["Fe", "N", "C", "N", "C", "N", "N", "C", "C", "C", "C", "C", "C", "N", "C", "C", "C", "C", "C", "C", "H", "H", "H", "H", "H", "H", "H", "H", "H", "H", "H", "C", "C", "C", "C", "C", "C", "C", "C", "N", "H", "H", "H", "H", "H", "H", "O", "Se", "O", "O", "O"],
  "xyz": [[-0.5159, 0.5723, -0.1247], [-0.4255, 1.5760, -4.2228], [-0.8720, 1.1866, -3.0143], [-0.1085, 0.7029, -2.0891], [1.2635, 0.6342, -2.2961], [2.0873, 0.4082, -1.3241], [1.3699, 0.3373, -0.1396], [1.9881, 0.3133, 0.9799], [1.0945, 0.3766, 2.1382], [1.5342, 0.4696, 3.4477], [0.5913, 0.6302, 4.4522], [-0.7490, 0.6902, 4.1137], [-1.1142, 0.5759, 2.7797], [-0.2156, 0.4077, 1.8137], [1.7680, 0.8417, -3.6560], [3.0912, 0.5835, -4.0186], [3.5233, 0.8394, -5.3020], [2.6332, 1.3613, -6.2442], [1.3222, 1.6175, -5.9073], [0.8883, 1.3548, -4.6068], [-1.0774, 2.0092, -4.8547], [-1.9280, 1.3069, -2.8133], [3.0697, 0.3099, 1.0571], [2.5931, 0.4363, 3.6662], [0.9037, 0.7191, 5.4846], [-1.5133, 0.8335, 4.8643], [-2.1439, 0.6203, 2.4549], [3.7580, 0.1876, -3.2653], [4.5501, 0.6424, -5.5793], [2.9719, 1.5608, -7.2527], [0.6263, 2.0124, -6.6373], [-1.0485, -1.5558, -0.5251], [-1.5617, -2.2243, 0.6149], [-0.8746, -3.3051, 1.2292], [-1.3623, -3.9467, 2.3428], [-2.5754, -3.5573, 2.9227], [-3.2744, -2.4888, 2.3367], [-2.7877, -1.8420, 1.2286], [-3.0877, -4.2339, 4.0688], [-3.5012, -4.7844, 4.9952], [-1.7629, -0.9850, -1.1068], [-0.2037, -1.9823, -1.0537], [0.0670, -3.6284, 0.7990], [-0.8094, -4.7708, 2.7788], [-4.2135, -2.1707, 2.7747], [-3.3361, -1.0127, 0.7979], [-2.7775, 3.6838, 0.8657], [-2.0627, 2.7878, -0.2654], [-0.3993, 2.6035, -0.0523], [-2.4440, 1.1553, -0.1062], [-2.3799, 3.2721, -1.7920]],
  "nbo_charge": [0.837, -0.563, 0.381, -0.507, 0.420, -0.338, -0.194, 0.055, 0.142, -0.225, -0.172, -0.242, 0.096, -0.387, -0.152, -0.133, -0.239, -0.178, -0.268, 0.258, 0.420, 0.264, 0.191, 0.213, 0.211, 0.223, 0.241, 0.239, 0.214, 0.213, 0.213, -0.741, 0.013, -0.226, -0.163, -0.305, -0.154, -0.228, 0.316, -0.411, 0.219, 0.192, 0.190, 0.205, 0.208, 0.229, -1.050, 2.737, -1.063, -1.093, -1.106]
}


{
  "formula": "N2O3S",
  "method": "ωB97M-V with the def2-TZVPD basis set",
  "orbital_gap_ev": 8.714,
  "lumo_ha": -0.0348,
  "de_lowest_kcal_mol": 169.1,
  "elements": ["N", "N", "O", "O", "O", "S"],
  "xyz": [[-0.1585, 1.7279, 0.0596], [-0.7655, -1.3120, -0.0970], [0.3497, -1.7407, 0.9359], [-0.9364, 1.6306, -0.8061], [0.8087, 0.6329, 0.2329], [0.7020, -0.9387, -0.3254]],
  "nbo_charge": [0.451, -0.554, -0.562, -0.206, -0.659, 1.530]
}


{
  "formula": "C53H54N5O4P3RhSSi",
  "method": "ωB97M-V with the def2-TZVPD basis set",
  "charge": 3,
  "orbital_gap_ev": [4.507, 4.509],
  "lumo_ha": [-0.3148, -0.3146],
  "elements": ["Rh", "C", "Si", "C", "C", "C", "C", "C", "C", "P", "C", "C", "C", "C", "C", "C", "C", "C", "C", "C", "C", "C", "C", "C", "C", "C", "C", "C", "P", "C", "C", "C", "C", "C", "C", "C", "C", "C", "C", "C", "C", "H", "H", "H", "H", "H", "H", "H", "H", "H", "H", "H", "H", "H", "H", "H", "H", "H", "H", "H", "H", "H", "H", "H", "H", "H", "H", "H", "H", "H", "H", "H", "N", "C", "P", "O", "O", "C", "N", "H", "H", "H", "H", "H", "H", "H", "H", "H", "H", "O", "C", "N", "C", "O", "C", "C", "C", "C", "N", "C", "H", "H", "H", "H", "H", "H", "H", "H", "S", "C", "N", "C", "C", "C", "C", "C", "C", "H", "H", "H", "H", "H"],
  "xyz": [[-0.3466, -0.7355, -0.1668], [-3.8788, -1.7618, 0.0299], [-2.3839, -1.1099, 1.0597], [-2.8116, 0.6312, 1.7548], [-4.0812, 0.8666, 2.2708], [-4.4302, 2.1098, 2.7722], [-3.5162, 3.1501, 2.7566], [-2.2545, 2.9451, 2.2288], [-1.9001, 1.6972, 1.7265], [-0.2263, 1.3576, 1.1246], [0.9704, 2.4935, 2.0557], [1.2791, 1.8894, 3.3725], [1.1316, 2.5496, 4.5361], [0.6461, 3.9035, 4.5906], [0.4695, 4.6063, 3.4577], [0.8516, 4.0367, 2.1580], [0.1289, 2.2668, -0.4642], [-0.8227, 3.1232, -1.1484], [-0.3672, 3.1888, -2.5289], [1.6259, 1.9337, -3.4680], [2.5948, 1.8285, -2.5705], [2.0045, 1.5786, -1.2293], [-1.9998, -2.5661, 2.2327], [-2.9973, -3.1770, 2.9818], [-2.7414, -4.3500, 3.6702], [-1.4836, -4.9341, 3.6191], [-0.4716, -4.3306, 2.8930], [-0.7330, -3.1494, 2.2074], [0.5852, -2.2906, 1.3120], [1.5339, -3.6865, 0.6110], [2.7613, -4.1263, 1.0970], [3.3718, -5.2360, 0.5328], [2.7677, -5.9118, -0.5160], [1.5323, -5.4876, -0.9891], [0.9220, -4.3799, -0.4315], [1.6413, -1.6931, 2.6694], [1.2434, -1.7469, 4.0020], [2.0949, -1.2880, 4.9947], [3.3335, -0.7605, 4.6677], [3.7327, -0.6978, 3.3394], [2.8840, -1.1498, 2.3459], [-4.6043, -2.1866, 0.7158], [-3.5973, -2.5577, -0.6534], [-4.3828, -0.9886, -0.5394], [-4.8084, 0.0721, 2.2943], [-5.4141, 2.2665, 3.1817], [-3.7757, 4.1147, 3.1612], [-1.5439, 3.7530, 2.2229], [1.6024, 0.8600, 3.3621], [1.3515, 2.0573, 5.4724], [0.3994, 4.3324, 5.5497], [0.0777, 5.6110, 3.4659], [0.3097, 4.4884, 1.3287], [-1.3679, 3.9116, -0.6659], [-1.0621, 3.5388, -3.2885], [1.7285, 2.1312, -4.5181], [3.6480, 1.9542, -2.7321], [2.4958, 0.7906, -0.6507], [-3.9854, -2.7467, 3.0227], [-3.5307, -4.8193, 4.2357], [-1.2946, -5.8550, 4.1459], [0.5148, -4.7720, 2.8510], [3.2274, -3.6279, 1.9355], [4.3113, -5.5911, 0.9302], [3.2449, -6.7776, -0.9493], [1.0420, -6.0462, -1.7701], [-0.0500, -4.0483, -0.7747], [0.2782, -2.1509, 4.2663], [1.7885, -1.3465, 6.0272], [3.9855, -0.3895, 5.4426], [4.7018, -0.2953, 3.0892], [3.1713, -1.0915, 1.2997], [1.1609, -2.6611, -5.4886], [1.2656, -3.3452, -4.1827], [2.1115, -2.0547, -3.0759], [2.4589, -0.9932, -4.0710], [1.4408, -1.6791, -1.8066], [3.7417, -2.8782, -2.5968], [4.4322, -1.7803, -1.8898], [0.2063, -2.3815, -5.7323], [1.5458, -3.1929, -6.2756], [1.7465, -1.7632, -5.2991], [1.8950, -4.2304, -4.2584], [0.2938, -3.6521, -3.8021], [4.3206, -3.1769, -3.4680], [3.6015, -3.7268, -1.9295], [5.3739, -2.0274, -1.5584], [3.8299, -1.4971, -1.0998], [4.4859, -0.9753, -2.5367], [-4.9004, 4.8512, -3.3221], [-5.3928, 3.9524, -2.3880], [-4.4835, 2.8164, -2.2316], [-4.6334, 1.7043, -2.9829], [-5.5910, 1.4751, -3.6828], [-3.5359, 0.6709, -2.8748], [-3.5162, -0.3287, -3.8493], [-2.5967, -1.3578, -3.7357], [-1.7423, -1.3708, -2.6475], [-1.7516, -0.4088, -1.7223], [-2.6287, 0.5885, -1.8282], [-5.2312, 4.6479, -4.2052], [-6.3746, 3.5467, -2.6504], [-5.4415, 4.4680, -1.4244], [-3.5827, 3.0408, -1.8365], [-4.2363, -0.2937, -4.6530], [-2.5882, -2.1572, -4.4582], [-1.0368, -2.1769, -2.4803], [-2.6105, 1.3230, -1.0333], [0.9896, 4.5328, -2.5037], [0.2826, 1.8129, -2.8087], [0.5817, 1.2621, -1.4724], [1.6247, 2.8127, -0.3381], [2.1628, 2.7084, 1.0905], [2.3940, 4.0645, 1.7683], [2.8606, 5.1602, 0.9121], [2.5012, 5.1832, -0.4033], [1.7679, 4.1497, -0.9883], [-0.4087, 1.1795, -3.3723], [2.9831, 1.9934, 1.1556], [2.9907, 3.9512, 2.6727], [3.3947, 5.9825, 1.3551], [2.7168, 6.0527, -1.0057]],
  "mulliken_charge": [-0.630, -1.569, 2.718, 0.367, -0.697, -1.060, -1.205, -0.440, -0.520, 1.980, 2.891, -0.752, -0.847, -1.035, -0.938, -0.300, -0.417, -0.715, -0.068, -1.357, -1.352, 0.178, 0.171, -0.919, -0.940, -0.910, -0.100, -0.877, 3.337, 0.409, -0.229, -0.751, -0.929, -0.722, -0.806, 0.259, -0.946, -0.889, -0.868, -0.802, -0.135, 0.615, 0.332, 0.397, 0.485, 0.481, 0.541, 0.576, -0.409, 0.606, 0.503, 0.545, 0.334, -0.012, 0.902, 0.522, 0.679, -0.277, 0.490, 0.464, 0.499, 0.535, 0.475, 0.517, 0.454, 0.590, 0.447, 0.463, 0.515, 0.463, 0.485, 0.004, -0.104, -1.127, 1.002, -0.970, 0.134, -0.414, 0.038, 0.325, 0.381, 0.345, 0.544, 0.299, 0.509, 0.047, 0.429, -0.323, 0.400, -0.528, -0.631, -0.011, 0.251, -0.647, 0.499, -0.918, -1.312, -0.633, 1.590, -1.127, 0.341, 0.415, 0.336, 0.083, 0.582, 0.641, 0.063, 0.423, -0.239, -0.111, 0.498, 0.372, -0.885, -0.547, -1.490, -0.493, 1.005, 0.437, 0.950, 0.734, 0.470, 0.558]
}


{
  "formula": "C32H38IrN2OSi",
  "method": "ωB97M-V with the def2-TZVPD basis set",
  "charge": 1,
  "orbital_gap_ev": 7.810,
  "lumo_ha": -0.1289,
  "elements": ["Ir", "C", "C", "C", "C", "C", "C", "C", "C", "C", "C", "H", "H", "H", "H", "H", "H", "H", "H", "H", "H", "H", "H", "H", "H", "H", "C", "C", "C", "C", "Si", "O", "C", "C", "C", "C", "C", "C", "C", "C", "C", "C", "C", "C", "H", "H", "H", "H", "H", "H", "H", "H", "H", "H", "H", "H", "H", "H", "H", "H", "H", "H", "H", "N", "C", "C", "C", "C", "C", "N", "C", "H", "H", "H", "H"],
  "xyz": [[-0.6892, 0.0804, 1.6339], [-2.0870, -1.2616, 2.4711], [-1.6115, -0.4171, 3.5288], [-1.9162, 0.9260, 3.1645], [-2.6891, 0.9076, 1.9271], [-2.7899, -0.4345, 1.4911], [-3.4817, -0.9660, 0.2807], [-3.2737, 2.1287, 1.3018], [-1.6093, 2.1468, 3.9651], [-0.8878, -0.8368, 4.7681], [-1.9743, -2.7454, 2.3822], [-2.8402, -1.6618, -0.2602], [-3.7558, -0.1699, -0.4085], [-4.3878, -1.4988, 0.5756], [-2.5079, 2.8731, 1.0816], [-3.9855, 2.5786, 1.9968], [-3.8003, 1.8950, 0.3799], [-0.7271, 2.0008, 4.5874], [-2.4458, 2.3766, 4.6293], [-1.4473, 3.0124, 3.3238], [0.0388, -0.2781, 4.9021], [-0.6437, -1.8967, 4.7487], [-1.5135, -0.6549, 5.6432], [-1.7568, -3.0583, 1.3613], [-2.9193, -3.2071, 2.6767], [-1.1930, -3.1300, 3.0346], [2.2033, 1.7241, -3.3882], [1.8479, 1.5815, -1.9034], [3.1217, 1.2521, -1.1160], [1.2852, 2.9127, -1.3871], [0.5019, 0.2687, -1.6914], [0.1277, 0.2143, -0.0916], [1.0338, -1.4710, -2.1521], [2.1121, -2.0823, -1.4967], [2.4858, -3.3896, -1.7662], [1.7814, -4.1253, -2.7105], [0.7041, -3.5498, -3.3653], [0.3316, -2.2412, -3.0821], [-0.9988, 0.7811, -2.6867], [-2.0900, 1.3237, -2.0061], [-3.2194, 1.7724, -2.6769], [-3.2770, 1.6848, -4.0601], [-2.2001, 1.1585, -4.7609], [-1.0747, 0.7155, -4.0813], [3.0218, 2.4407, -3.5085], [1.3569, 2.0932, -3.9706], [2.5315, 0.7756, -3.8216], [3.8167, 2.0964, -1.1700], [3.6385, 0.3825, -1.5218], [2.9076, 1.0700, -0.0569], [2.0195, 3.7123, -1.5256], [1.0484, 2.8592, -0.3198], [0.3758, 3.2012, -1.9196], [2.6781, -1.5266, -0.7587], [3.3246, -3.8326, -1.2436], [2.0713, -5.1443, -2.9313], [0.1481, -4.1211, -4.0977], [-0.5262, -1.8215, -3.5924], [-2.0356, 1.4029, -0.9258], [-4.0520, 2.1994, -2.1298], [-4.1530, 2.0321, -4.5920], [-2.2368, 1.0961, -5.8408], [-0.2445, 0.3158, -4.6537], [4.5622, -3.4124, 0.9927], [4.0356, -2.4959, 1.4399], [3.3690, -1.3401, 1.9721], [4.0504, -0.3642, 2.6916], [3.3434, 0.7415, 3.1326], [1.9950, 0.8353, 2.8466], [1.3433, -0.1123, 2.1604], [2.0126, -1.1801, 1.7265], [5.1089, -0.4690, 2.8864], [3.8302, 1.5347, 3.6809], [1.4113, 1.6923, 3.1539], [1.4661, -1.8999, 1.1324]],
  "mulliken_charge": [0.363, 0.680, 0.576, 0.454, 0.301, 0.420, -1.234, -1.708, -1.576, -1.393, -1.655, 0.259, 0.317, 0.368, 0.404, 0.418, 0.407, 0.420, 0.326, 0.367, 0.333, 0.360, 0.346, 0.337, 0.363, 0.395, -1.810, 2.078, -1.521, -1.655, -1.073, 0.740, 0.950, 0.274, -1.143, -0.696, -0.755, -0.646, 0.631, 0.049, -0.444, -0.766, -0.939, -0.215, 0.484, 0.386, 0.310, 0.581, 0.313, 0.027, 0.538, 0.150, 0.325, 0.330, 0.461, 0.408, 0.428, 0.413, -0.144, 0.394, 0.408, 0.435, 0.526, -0.508, -0.135, 0.255, -0.385, -0.860, -0.235, 0.439, -0.223, 0.536, 0.483, 0.462, 0.692]
}